C44H127N9O24 | ωB97M-V/def2-TZVPD

Geometry (Å):
1 O -4.075891 -14.357431 21.302927
2 H -4.551546 -13.304707 21.950888
3 H -3.450567 -14.776528 21.997363
4 H -4.951201 -14.859141 21.207584
5 N -6.824524 -15.622362 19.975088
6 O -6.199956 -16.523756 19.326711
7 O -6.473003 -15.441878 21.171302
8 O -7.756574 -14.983037 19.498475
9 C -1.031365 -16.574549 18.229048
10 C -2.126787 -16.724627 17.218890
11 C -3.022237 -17.983807 17.433747
12 O -2.186109 -19.115067 17.565842
13 C -1.547148 -19.554433 16.421772
14 N -2.977806 -15.499251 17.139139
15 H -0.520962 -15.582937 18.154548
16 H -0.271551 -17.367284 18.136920
17 H -1.477130 -16.685958 19.257983
18 H -1.665049 -16.809402 16.234886
19 H -3.761085 -18.138635 16.627349
20 H -3.589474 -17.907779 18.378441
21 H -2.309192 -19.932186 15.705262
22 H -0.890363 -20.408939 16.682901
23 H -0.907370 -18.900150 15.806029
24 H -3.835778 -15.792344 16.682187
25 H -3.249855 -15.266370 18.078720
26 C -1.057707 -11.391301 18.554651
27 C -1.690165 -12.027067 17.257297
28 C -1.748482 -10.974418 16.177453
29 O -2.843699 -10.113746 16.439581
30 C -2.995860 -9.052916 15.462887
31 N -0.775375 -13.130354 16.803543
32 H 0.035861 -11.178292 18.394086
33 H -1.272437 -11.976639 19.427055
34 H -1.628195 -10.457164 18.650178
35 H -2.621125 -12.518617 17.540857
36 H -1.958319 -11.444537 15.185821
37 H -0.769150 -10.451693 16.094967
38 H -3.744947 -8.382287 15.805689
39 H -3.207358 -9.358533 14.475254
40 H -2.087509 -8.511518 15.301533
41 H -0.430402 -13.596691 17.640624
42 H -1.401907 -13.846907 16.492855
43 C 0.724718 -17.338862 25.255350
44 C 0.818934 -16.794736 26.706356
45 C -0.312020 -15.798948 27.046134
46 O -0.207064 -14.741932 26.163994
47 C -0.834599 -13.481081 26.507770
48 N 0.810524 -17.884192 27.727208
49 H 1.635999 -17.842045 24.941612
50 H 0.534859 -16.524406 24.556132
51 H -0.063807 -18.086186 25.116085
52 H 1.789809 -16.303021 26.742817
53 H -0.204886 -15.461750 28.061363
54 H -1.274916 -16.269930 27.043746
55 H -0.397669 -13.070320 27.445065
56 H -1.896417 -13.640810 26.611201
57 H -0.673094 -12.756437 25.717914
58 H -0.016904 -18.463653 27.669625
59 H 1.636798 -18.468474 27.559978
60 C -4.012335 -19.896174 20.101318
61 C -3.742722 -20.341791 21.586454
62 C -2.667501 -19.533620 22.316276
63 O -1.522679 -19.425919 21.511759
64 C -0.466491 -18.727352 22.143828
65 N -4.974369 -20.252914 22.318379
66 H -4.472961 -18.873517 20.190855
67 H -4.777241 -20.501722 19.618201
68 H -3.059747 -19.829465 19.509273
69 H -3.386540 -21.369215 21.609089
70 H -2.437573 -20.030876 23.279611
71 H -3.102559 -18.544729 22.493054
72 H -0.777302 -17.679866 22.400380
73 H 0.345076 -18.650850 21.444698
74 H -0.123065 -19.237211 23.065860
75 H -5.023498 -20.893472 23.106600
76 H -5.728239 -20.535338 21.702636
77 C -6.090180 -13.604187 15.348158
78 C -7.378267 -14.401510 15.204759
79 C -7.048257 -15.841287 14.629981
80 O -6.128537 -16.524854 15.461081
81 C -5.710229 -17.739341 14.800512
82 N -8.079326 -14.568819 16.491908
83 H -6.245068 -12.548712 15.427200
84 H -5.387097 -13.874118 14.573333
85 H -5.577362 -13.964136 16.271377
86 H -8.095056 -13.940010 14.494614
87 H -6.694430 -15.807714 13.594356
88 H -8.022932 -16.336353 14.702518
89 H -4.860321 -17.434129 14.148976
90 H -6.479407 -18.152357 14.176962
91 H -5.394995 -18.469072 15.510088
92 H -7.522978 -14.840518 17.234704
93 H -8.867921 -15.167643 16.414776
94 C -8.040328 -13.382805 23.271436
95 C -8.851283 -13.102401 22.051658
96 C -10.211060 -12.693083 22.513683
97 O -10.776371 -13.830231 23.057428
98 C -12.002831 -13.581602 23.646480
99 N -8.188964 -12.063294 21.171795
100 H -7.159444 -13.888581 22.893202
101 H -8.607125 -14.047919 23.944866
102 H -7.927466 -12.483790 23.900112
103 H -9.044362 -13.966402 21.436660
104 H -10.840280 -12.269184 21.735544
105 H -10.155570 -11.889292 23.253573
106 H -12.411633 -14.554726 23.999510
107 H -12.710809 -13.095189 22.987934
108 H -11.932800 -12.920914 24.506806
109 H -8.739039 -12.015444 20.304728
110 H -7.336655 -12.484971 20.857243
111 C -2.851903 -10.800106 22.084996
112 C -4.365414 -10.991980 22.003331
113 C -5.015219 -10.786236 20.645276
114 O -5.042835 -12.002649 19.942447
115 C -5.620712 -11.930779 18.600929
116 N -4.734758 -12.324033 22.580563
117 H -2.582011 -9.787471 21.749270
118 H -2.285782 -11.545342 21.499658
119 H -2.608800 -10.824382 23.152650
120 H -4.787035 -10.195222 22.590044
121 H -4.435146 -10.110340 19.995546
122 H -6.042255 -10.440127 20.683876
123 H -5.297662 -12.808361 18.086687
124 H -5.226860 -11.045073 18.058949
125 H -6.721238 -11.793458 18.673345
126 H -5.756244 -12.404471 22.746627
127 H -4.325561 -12.411429 23.503159
128 C -8.185352 -17.686408 25.017844
129 C -7.398598 -18.061918 23.799836
130 C -8.025156 -17.384881 22.558981
131 O -9.313202 -17.873166 22.387145
132 C -9.912099 -17.377104 21.230564
133 N -5.973819 -17.770468 23.991157
134 H -7.796735 -18.266158 25.872859
135 H -9.275522 -17.872375 24.949071
136 H -8.012883 -16.609486 25.218906
137 H -7.612677 -19.092581 23.621320
138 H -7.427968 -17.565854 21.653839
139 H -7.990897 -16.289789 22.766181
140 H -9.328808 -17.485847 20.304016
141 H -10.063772 -16.275603 21.222988
142 H -10.897520 -17.852747 21.186109
143 H -5.411247 -18.267558 23.309283
144 H -5.746824 -18.155291 24.895257
145 C -3.880767 -15.310452 24.899553
146 C -2.663452 -15.798602 24.158607
147 O -2.387847 -14.903926 23.044349
148 O -5.094325 -15.215992 24.233007
149 H -3.610284 -14.284903 25.198063
150 H -3.915862 -15.855933 25.837066
151 H -2.786510 -16.781125 23.715310
152 H -1.752900 -15.892337 24.802710
153 H -1.488957 -15.039495 22.661006
154 H -5.364769 -16.140110 23.976121
155 C -10.903190 -13.227794 17.818957
156 C -11.102474 -14.423107 18.726694
157 O -10.342869 -15.546280 18.345200
158 O -9.569505 -12.709366 17.893531
159 H -11.647908 -12.471367 18.097822
160 H -11.251537 -13.517359 16.816622
161 H -12.142378 -14.726707 18.641303
162 H -10.760344 -14.085080 19.692595
163 H -9.451295 -15.433114 18.711255
164 H -8.929005 -13.299020 17.444547
165 C -8.063724 -18.206342 17.457748
166 C -8.905986 -19.143882 16.592985
167 O -8.143424 -19.842658 15.555269
168 O -7.110606 -19.006046 18.110306
169 H -8.731679 -17.700272 18.177504
170 H -7.546968 -17.434158 16.893168
171 H -9.575700 -18.547585 16.030077
172 H -9.441996 -19.890818 17.194075
173 H -7.460098 -20.384670 15.978593
174 H -6.497336 -18.400040 18.544409
175 C 1.013036 -13.637721 23.146185
176 C 0.756717 -12.172739 22.925933
177 O 0.864919 -11.613945 21.623169
178 O 0.172914 -14.327989 22.246419
179 H 0.811703 -13.963396 24.183171
180 H 2.032496 -13.982524 23.001466
181 H 1.301778 -11.545895 23.647477
182 H -0.280142 -11.951624 23.211245
183 H 1.800013 -11.358618 21.535276
184 H 0.033298 -13.718534 21.502185
185 C -5.238787 -10.219811 26.523383
186 C -5.753486 -11.642868 26.667803
187 O -5.300603 -12.457302 25.586505
188 O -6.268049 -9.330923 26.335073
189 H -4.435034 -10.213221 25.735523
190 H -4.712884 -9.919648 27.464770
191 H -6.825425 -11.563674 26.682458
192 H -5.418285 -12.120063 27.570492
193 H -5.901620 -13.221964 25.527648
194 H -6.228750 -8.558158 25.769805
195 C -8.390521 -7.639752 23.736798
196 C -8.764093 -9.054692 23.372058
197 O -8.046948 -9.288215 22.186161
198 O -6.949495 -7.548837 24.026465
199 H -8.869533 -7.322503 24.687451
200 H -8.589376 -7.048461 22.849856
201 H -9.842131 -9.116394 23.140636
202 H -8.543455 -9.782271 24.200586
203 H -8.121561 -10.234127 21.881620
204 H -6.560047 -7.827545 23.182472

Cartesian forces, eV/Å:
-0.6813 -0.7112 0.0450
1.1875 0.5230 -0.2351
-0.9193 0.3172 -0.7823
1.1110 -0.0294 0.1557
1.5338 -2.0911 0.1865
-0.9600 1.3925 0.2618
-0.1282 0.7697 -0.3484
-0.2465 0.2573 -0.3665
0.2281 0.0530 1.4808
-1.3235 0.3027 -0.9834
0.8144 0.4580 0.2823
0.2004 0.1395 0.7319
0.0224 -1.6029 -1.5362
0.4875 -0.7735 -0.1420
-0.4740 -0.8201 0.0029
-0.3088 0.2975 -0.0303
0.4952 0.2520 -0.7284
0.0276 -0.0974 -0.1611
0.4020 0.2596 0.0705
0.3177 0.1198 -0.3481
0.2840 0.0016 0.1607
-0.4944 0.4074 0.0843
-0.2174 0.6122 0.7249
-0.2286 0.2763 -0.1525
-0.2491 0.2048 0.5585
-0.6051 0.7142 -1.8757
2.3784 -0.7730 1.4990
-0.8346 -0.4638 -1.2666
-0.0442 1.2640 -0.6255
0.8795 -0.8949 1.3205
-0.2330 0.5620 0.4542
-1.0863 -0.2857 0.2864
0.2425 -0.4798 0.4479
0.4721 0.0948 0.3714
-0.5272 0.6850 -0.3084
0.4158 0.0230 0.4936
-0.5078 -0.0845 0.1926
-0.6789 0.4157 0.3952
-0.7991 -1.1364 -1.1141
0.9584 0.5459 0.5089
0.2958 0.4485 0.0660
-0.4305 -0.6013 -0.8100
-0.4173 0.1644 0.2103
-0.7452 -1.2862 -0.2452
1.2976 -0.3562 0.4527
-0.0411 1.9583 -1.2172
0.7148 -1.0935 0.7488
0.8876 0.7130 -0.4327
0.2788 0.0676 0.1460
0.0552 0.0484 -0.0942
-0.1725 0.2013 0.2796
-0.0995 0.3013 0.4658
0.4089 0.2135 0.7417
-0.9139 -0.5558 -0.4614
-0.3206 -0.3199 -0.4171
-0.4985 0.1033 0.2259
0.2037 -0.1856 -0.2929
0.0055 -0.0205 -0.2342
-0.5998 0.1187 0.2134
0.8119 1.2709 1.2904
0.7275 -0.4967 -1.2803
-0.4946 0.0781 -0.4905
0.4506 -0.0427 0.1904
-0.7524 0.5138 0.4939
-1.1164 0.1028 0.5158
0.4866 -0.6365 -0.2182
0.2088 -0.3393 -0.0114
-1.1129 -0.2279 0.5641
0.2051 -0.3628 -0.4200
-0.0356 0.2607 -0.1533
0.1169 0.2261 0.2463
0.1481 -0.6964 -0.0365
0.3725 -0.1061 -0.3283
-0.1660 0.1588 -0.3393
0.2113 0.0964 -0.0681
-0.1486 0.1352 0.0632
0.1884 -1.1965 1.2080
0.2546 -1.5975 -0.1351
-0.7873 1.2299 0.8595
-0.0043 -0.4573 -0.4171
0.8594 1.7945 -0.6518
-0.4690 2.0038 -2.1536
-0.0331 0.6515 -0.0463
0.0552 0.2888 -0.5155
-0.3660 0.3502 -0.4704
0.4617 -0.1525 0.2826
-0.0135 0.0766 -0.0230
0.0387 -0.4532 -0.4876
-0.2783 -0.5124 0.2313
-0.5903 -0.2419 -0.1414
0.0911 -0.3759 0.6358
1.5471 -0.9507 1.6025
-0.6665 -0.6285 0.0088
-0.2246 -0.5650 0.4563
-0.2358 1.3617 -0.9410
-0.1313 1.2600 -0.1953
-0.2062 -0.6809 0.0562
-0.8900 -0.9020 0.9117
-1.3683 -0.2361 0.6824
0.6362 -0.0032 0.7530
0.3642 -0.1699 -0.4943
0.5950 0.0268 -0.5619
0.4076 -0.7619 0.0060
-0.2196 -0.0918 -0.6308
0.1764 0.1515 0.3912
0.1880 0.6775 -0.3309
-0.2779 -0.0296 -0.5808
0.2903 0.1778 0.3914
0.0791 0.0631 0.2277
0.7887 -0.3067 -0.1941
-0.1538 0.0286 -0.1979
0.0984 -0.0908 -0.4568
0.2244 -0.5373 -1.6685
-0.2204 -1.0103 -1.0269
0.1210 1.6882 1.4523
-1.5336 0.4587 0.0364
-0.1169 -0.3789 -0.0920
-0.2193 0.2855 0.3786
0.3585 -0.2757 -0.1418
-0.3774 0.1498 0.7730
-0.0176 0.4484 0.6222
-0.2265 0.5060 0.5559
-0.1489 -0.6430 -0.1985
0.0120 -0.3893 0.2550
0.4938 -0.4404 -0.1726
0.5829 0.4462 0.0166
0.0661 -0.1742 0.2760
-0.0664 0.6185 1.0911
-1.1099 0.2919 -1.2248
1.4800 0.8547 0.7843
-0.0558 -0.1669 0.1946
-0.8017 0.9987 -0.5788
-0.4676 0.1977 -0.1936
-0.2243 0.2608 -0.0527
0.7299 0.0615 -0.2348
-0.2071 -0.4274 0.0899
0.3473 -1.2507 -0.0876
0.0433 -0.0780 0.1639
-0.3307 -0.4241 -0.3775
0.0416 -0.7910 0.2135
-0.0560 -0.2918 0.6286
0.2727 0.0789 -0.4013
-0.1108 -0.3577 -0.1806
0.3429 -0.0735 0.2494
1.1833 1.3812 0.6700
0.9806 -0.3526 -1.0709
0.6098 -0.2900 0.7527
0.1835 -0.1743 -0.4916
-0.1900 -0.1057 0.0458
-0.3317 -0.5059 0.3407
-0.3862 -0.4285 0.0630
-0.8993 0.4793 -0.2489
-0.3903 0.2078 0.5544
-0.4983 0.1273 0.1889
0.1402 -0.1739 -0.3539
0.3729 0.3716 -0.6924
0.4131 -0.3328 -0.1819
-1.2306 0.4745 0.4115
0.5026 0.2727 0.2894
0.6645 0.0133 -0.2592
-0.2351 0.0634 0.5738
-0.4673 -0.1011 0.8688
-0.0194 -0.0695 -0.0603
-0.2136 -0.2820 -0.4052
-0.6319 -0.4188 -0.0669
1.4358 -0.5758 -0.3375
-0.1326 0.3356 0.7802
0.5601 -0.3503 0.4047
0.0563 -0.1771 -0.1722
-0.1846 0.0080 -0.3424
-1.0140 0.4971 -0.4206
0.0796 0.3080 0.0275
-0.2848 0.3188 0.1084
-0.0235 0.0238 0.1324
0.1622 -0.2870 -0.0028
-0.6610 1.6960 1.8274
1.0788 -0.6597 0.0771
-0.4321 -0.4687 -0.6325
-0.4368 0.4453 -0.3805
0.5014 0.3551 -0.4092
0.3548 -0.2723 -0.1430
-0.0630 -0.4548 -0.1027
-0.5272 -0.1266 -0.3821
0.0604 -0.3851 0.0073
2.3808 0.2415 0.4818
0.2860 0.1895 -0.4617
-0.5330 -0.2489 -0.3752
-1.9935 0.0495 0.2472
-0.7748 0.0508 0.3396
-0.1624 -0.3574 -0.4762
-0.6433 -0.1140 0.0029
0.1752 0.0276 0.7108
0.4801 0.1655 -0.1946
0.7390 -0.0681 -0.6185
0.9697 -0.3639 1.4864
-0.3618 -0.4588 0.1994
0.5268 -1.0604 -0.4728
-0.9210 -0.1741 -0.6629
0.0116 0.0945 -0.9226
-0.3286 0.5536 0.2050
0.0933 0.1317 0.3505
0.0625 0.5749 -0.6587
0.0015 0.4742 0.2323
0.1422 -0.0261 0.3177

The value obtained for the HOMO energy is -8.82 eV. The LUMO energy is 0.2689 eV.